Entry from the OMol25 dataset: 15 unconnected molecules or ions with the total composition C4H38N2O15 at a distorted geometry (ωB97M-V/def2-TZVPD).

HOMO   -0.3574 hartree
E_LUMO   -0.025 eV
Orbital gap   9.7 eV

```
59
Properties=species:S:1:pos:R:3:forces:R:3:nbo_charge:R:1
C -0.546214 0.398353 0.178205 0.662 -2.302 1.113 -0.67
C -1.286232 -0.903425 -0.099557 2.532 -0.795 1.933 -0.25
N -2.498097 -1.086707 0.678965 -1.655 2.145 -2.483 -0.65
C -2.229134 -0.636669 2.030552 -3.197 0.625 -1.074 -0.38
C -1.568342 -1.766616 2.615788 0.601 -2.145 5.294 0.66
N -1.646985 -2.971221 1.968742 0.093 0.199 1.145 -0.81
O -1.151686 -1.660269 3.824336 -0.129 -0.224 -3.055 -0.69
H -0.086374 0.843753 -0.619441 0.494 1.221 -2.180 0.24
H -1.147979 1.032338 0.708728 -1.756 1.983 0.623 0.21
H 0.275223 0.243619 0.856467 0.584 -0.556 0.577 0.20
H -1.343681 -1.059372 -1.115958 -1.300 0.028 -1.870 0.22
H -0.597539 -1.759038 0.154687 -0.532 0.798 0.092 0.19
H -3.297162 -0.630256 0.166111 1.082 -0.397 1.185 0.37
H -1.845449 0.330337 2.221180 1.925 0.753 -0.410 0.24
H -3.147810 -0.289931 2.569226 -0.101 -1.732 -0.158 0.26
H -2.210128 -3.040977 1.119860 0.337 0.169 0.664 0.43
H -1.472076 -3.791023 2.553033 0.154 0.566 -0.474 0.41
H -1.792593 1.644499 -3.000529 0.144 -0.520 0.531 0.49
H -3.022475 1.135324 -2.098938 0.769 -0.230 0.157 0.47
O -2.739099 1.640141 -2.858242 -1.488 -0.088 -1.858 -0.96
H -0.673324 0.493461 -4.896745 1.737 -1.942 1.177 0.48
H -1.000516 -0.707605 -3.957346 2.197 0.596 -1.263 0.49
O -0.176250 -0.286922 -4.432238 -4.248 0.869 -0.106 -0.97
H 0.358081 2.061208 0.898855 0.798 2.907 0.038 0.50
H -0.169850 3.496144 0.741784 -2.264 1.090 -0.542 0.48
O 0.625679 3.056237 0.892743 1.754 -3.426 0.766 -0.97
H 1.586533 -0.408514 -2.689163 -0.900 0.263 -0.580 0.50
H 0.075910 -0.378217 -2.082145 2.937 -0.187 -0.401 0.51
O 1.059313 -0.604783 -1.910885 -1.834 -0.407 0.507 -0.99
H 2.320858 -3.190380 2.164491 -1.078 0.026 -0.594 0.47
H 1.541143 -2.055300 1.401826 -0.278 -2.875 1.142 0.49
O 1.453727 -3.052707 1.709744 1.296 2.652 -0.682 -0.96
H -3.060710 -2.305021 -3.000959 0.691 -0.106 0.267 0.49
H -1.736397 -2.640628 -2.191232 0.275 -0.908 0.095 0.51
O -2.201955 -1.973150 -2.687593 -0.889 0.734 -0.875 -0.99
H 0.775906 -2.435525 -1.931320 -0.481 -2.264 1.049 0.50
H 0.618473 -3.485519 -0.615886 -0.211 0.503 -3.897 0.49
O 0.493691 -3.404502 -1.683379 0.600 1.706 3.026 -1.02
H 2.943386 0.122703 -0.606752 0.275 0.281 -0.246 0.49
H 3.234385 0.548548 -2.022165 0.104 -0.086 -0.476 0.46
O 3.471332 0.760263 -1.122711 -0.214 -0.410 0.797 -0.92
H -2.500150 3.256170 -1.157665 2.478 -0.793 -0.599 0.49
H -1.070968 3.082897 -1.882929 0.525 0.828 -1.521 0.48
O -1.567956 2.854703 -1.129207 -2.314 0.993 3.108 -0.97
H 1.688425 2.054833 -3.932848 -1.315 -0.167 0.372 0.46
H 1.216389 2.752413 -2.602639 -0.812 -2.162 -1.718 0.50
O 0.873797 2.016953 -3.367313 1.829 2.359 1.047 -1.06
H 3.155085 1.023549 2.374736 -1.099 -0.959 -0.661 0.47
H 3.247079 2.428418 2.884645 0.428 -0.313 -0.095 0.47
O 3.769367 1.619478 2.750151 1.123 2.101 0.820 -0.96
H -0.003697 1.774814 4.553436 3.606 2.554 4.928 0.46
H -0.602576 0.472971 4.072308 -0.136 -0.826 0.543 0.49
O -0.480482 1.407038 3.927998 -3.536 -2.102 -5.450 -0.96
H 2.962585 -0.829765 2.961045 -1.101 0.572 -0.037 0.50
H 1.512381 -0.230344 3.159171 -0.997 0.064 1.310 0.50
O 2.196651 -0.377871 2.537380 1.588 -1.235 -1.398 -0.97
H 2.327743 2.172661 -1.237782 0.506 -0.380 0.428 0.50
H 1.791248 3.530069 -0.587311 0.727 -1.641 -2.402 0.53
O 2.117089 3.079429 -1.477749 -0.985 2.593 2.372 -0.98
```
Positions in Å, forces in eV/Å.

Entry from the OMol25 dataset: 2 unconnected molecules or ions with the total composition C3H4ClNO at a distorted geometry (ωB97M-V/def2-TZVPD).

HOMO   -0.3790 hartree
E_LUMO   0.437 eV
SMILES   C=COC#N.Cl
Orbital gap   10.7 eV

```
10
Properties=species:S:1:pos:R:3:forces:R:3:nbo_charge:R:1
C -0.168210 -0.793036 -1.636921 -1.676 0.556 1.014 -0.44
C -0.186795 -1.655692 -0.622010 1.519 1.723 -1.305 0.13
O -0.053955 -1.191475 0.681630 -0.514 -1.526 2.125 -0.49
C 0.244984 -0.095050 1.228646 -0.088 -1.174 -2.492 0.66
N 0.641487 0.915598 1.569680 0.280 1.393 1.070 -0.45
H -0.456947 -1.074678 -2.641799 0.612 -0.174 0.018 0.23
H -0.279276 0.283420 -1.363267 0.350 -0.865 -0.454 0.22
H 0.023466 -2.706536 -0.620458 -0.575 -0.343 -0.076 0.22
Cl 0.077688 3.870892 1.756096 -0.081 -1.847 -0.206 -0.42
H 0.157558 2.446557 1.648403 0.173 2.256 0.306 0.32
```
Positions in Å, forces in eV/Å.

Entry from the OMol25 dataset: a molecular structure, C29H38As2BN2O14V (ωB97M-V/def2-TZVPD).

HOMO (alpha / beta)   -0.2528 / -0.2528 hartree
E_LUMO (alpha / beta)   -1.778 / -1.648 eV
<S²>   2.01
Multiplicity   3
Orbital gap (alpha / beta)   5.1 / 5.2 eV

```
87
Properties=species:S:1:pos:R:3:forces:R:3:lowdin_charge:R:1
V -0.595134 0.058412 0.101410 -0.539 -0.207 0.319 1.07
O -2.029896 3.428629 -1.302583 -0.104 -0.024 0.045 0.13
C -1.663140 2.286043 -1.216503 0.122 0.043 -0.069 -0.53
O -1.891222 1.452018 -0.222306 0.234 -0.187 -0.036 -0.11
C -0.851892 1.623857 -2.314880 0.000 -0.065 -0.092 -0.15
C -0.815960 1.971428 -3.651138 0.015 0.051 0.072 0.04
C -0.155942 1.114231 -4.525514 0.027 -0.033 -0.060 0.00
C 0.421490 -0.062408 -4.062613 -0.005 0.026 0.009 0.05
C 0.367683 -0.315241 -2.703155 0.019 0.038 -0.035 -0.14
N -0.223963 0.536002 -1.880939 -0.023 -0.011 0.259 0.07
C 0.863651 -1.586497 -2.074042 0.030 -0.094 -0.139 -0.41
O 1.108552 -2.544146 -2.728434 -0.067 0.115 0.063 0.22
O 0.979961 -1.465970 -0.697268 0.059 0.160 -0.118 -0.11
H -1.313939 2.871016 -3.983620 -0.006 0.000 -0.005 0.13
H -0.120008 1.347638 -5.581262 0.002 0.005 -0.004 0.12
H 0.894488 -0.778353 -4.718893 0.006 -0.003 0.000 0.14
B -0.706555 0.349539 4.612518 -0.115 0.109 -0.057 -0.39
C -1.035729 -0.057432 3.140576 0.025 -0.158 0.081 -0.18
N -1.183433 -0.343732 2.024680 0.139 0.118 -0.337 0.08
H -0.979703 1.531974 4.697224 0.018 -0.020 -0.006 0.01
H -1.372738 -0.326699 5.355465 0.030 0.002 -0.004 0.02
H 0.482283 0.142510 4.718885 0.039 -0.008 0.006 0.02
C -0.257265 3.152853 2.019371 -0.012 -0.024 0.004 0.03
C 0.865953 2.227137 1.711928 -0.209 -0.122 0.116 -0.39
C 2.181384 2.333563 2.387375 0.044 -0.008 -0.041 0.02
O 0.698352 1.308094 0.899603 0.315 0.205 -0.273 -0.11
H -0.006843 3.857562 2.805330 0.009 0.000 -0.002 0.10
H -1.126246 2.560351 2.312636 0.005 0.022 -0.008 0.09
H -0.533430 3.684591 1.104464 -0.016 0.019 0.010 0.10
H 2.267366 3.226589 2.997215 0.009 0.010 -0.005 0.09
H 2.981007 2.271018 1.649773 0.019 -0.023 0.018 0.08
H 2.274607 1.436858 3.012031 -0.027 0.027 0.038 0.08
C -2.543433 -3.579730 -1.043121 0.000 -0.038 0.025 -0.12
C -3.317790 -2.642489 -1.989976 -0.004 0.004 -0.029 -0.12
C -2.884966 -1.230369 -1.583995 0.017 -0.019 0.022 -0.13
O -1.786039 -1.420217 -0.655211 -0.037 0.101 0.043 -0.29
C -2.057630 -2.670956 0.061397 0.075 0.027 -0.003 -0.13
H -1.673559 -4.022814 -1.526125 -0.004 0.012 -0.013 0.11
H -3.163379 -4.383783 -0.651315 -0.003 0.004 -0.003 0.12
H -4.395451 -2.748261 -1.877023 -0.001 -0.001 0.013 0.11
H -3.071559 -2.845645 -3.030523 -0.004 -0.001 0.001 0.11
H -3.667949 -0.677358 -1.064295 -0.012 0.005 -0.004 0.13
H -2.514711 -0.629223 -2.411796 0.008 0.005 -0.010 0.12
H -2.807923 -2.450357 0.822300 -0.006 -0.016 0.018 0.14
H -1.120959 -2.999881 0.497933 -0.048 0.026 -0.001 0.09
C 3.693899 1.436107 -1.162281 0.039 0.040 -0.008 -0.02
O 3.182858 0.364686 -0.365062 0.133 -0.044 0.024 -0.11
C 3.182533 -0.835033 -0.975307 -0.252 0.150 0.070 -0.55
O 3.577875 -0.981906 -2.097909 0.035 -0.075 -0.085 0.12
C 2.394924 -1.893630 -0.158536 -0.022 -0.155 0.103 -0.39
C 2.775143 -3.287556 -0.476638 0.152 0.208 -0.074 -0.37
As 4.580524 -3.712644 -0.061875 0.010 -0.207 0.151 1.32
C 5.643396 -2.069753 -0.371910 0.063 0.001 0.001 -0.28
C 4.594417 -3.403076 1.926775 -0.078 0.079 -0.060 -0.28
C 3.849657 -2.471355 2.523576 -0.020 -0.063 -0.026 -0.30
As 2.305665 -1.434621 1.824317 -0.178 -0.056 0.118 1.39
C 1.029262 -2.847493 2.341739 0.131 0.005 -0.025 -0.22
C 3.831836 -2.202270 4.012479 0.105 0.144 -0.070 -0.56
O 2.821559 -2.264087 4.651917 -0.075 -0.046 0.015 0.11
O 4.937009 -1.693103 4.600876 -0.005 -0.072 0.008 -0.01
C 6.172345 -1.547825 3.912849 0.013 -0.003 0.017 -0.05
C 5.300643 -4.371629 2.844667 0.142 0.191 0.048 -0.51
O 4.806949 -4.712913 3.885124 -0.073 -0.094 -0.040 0.15
O 6.492669 -4.912850 2.502134 -0.023 -0.023 0.016 -0.04
C 7.386042 -4.239743 1.623532 -0.029 0.001 -0.012 -0.09
C 1.767849 -4.267614 -0.678257 -0.169 0.035 -0.074 -0.56
O 0.565447 -4.087817 -0.454557 -0.009 -0.015 0.028 -0.01
O 2.027621 -5.495636 -1.220201 0.123 -0.132 0.224 -0.06
C 3.186512 -5.809103 -1.967550 0.021 0.078 -0.147 -0.14
H 3.431679 2.352461 -0.640169 0.018 0.003 0.010 0.09
H 3.249509 1.423029 -2.156823 -0.013 0.005 0.017 0.10
H 4.775870 1.352485 -1.260842 -0.006 -0.005 -0.013 0.10
H 5.799648 -1.907762 -1.435456 -0.051 0.000 -0.007 0.03
H 6.602739 -2.261671 0.103222 0.015 0.031 -0.073 0.00
H 5.238384 -1.167705 0.088690 0.002 -0.031 0.029 0.02
H 1.573604 -3.629674 2.861974 -0.014 -0.011 -0.005 0.05
H 0.589064 -3.258912 1.437213 -0.002 -0.008 0.022 0.00
H 0.290132 -2.422557 3.014416 0.033 0.022 -0.008 0.02
H 6.767821 -0.874255 4.523783 0.001 0.011 -0.008 0.10
H 6.041501 -1.121384 2.918135 -0.008 0.005 -0.006 0.09
H 6.691678 -2.503779 3.840404 -0.001 0.002 0.035 0.08
H 8.373367 -4.637971 1.843585 -0.003 -0.020 -0.014 0.10
H 7.392794 -3.166410 1.816269 -0.005 -0.014 -0.025 0.07
H 7.140531 -4.434195 0.579858 0.002 -0.019 -0.002 0.05
H 2.911743 -6.658681 -2.591398 -0.003 0.020 -0.028 0.09
H 4.024345 -6.094017 -1.333724 -0.012 -0.032 0.029 0.04
H 3.488422 -4.972396 -2.603307 -0.011 0.021 0.036 0.08
```
Positions in Å, forces in eV/Å.

Entry from the OMol25 dataset: 2 unconnected molecules or ions with the total composition C5H7NO (ωB97M-V/def2-TZVPD).

HOMO   -0.2979 hartree
E_LUMO   0.564 eV
Orbital gap   8.7 eV

```
14
Properties=species:S:1:pos:R:3:forces:R:3:nbo_charge:R:1
N 0.957048 -1.911882 0.114478 0.125 0.441 -0.139 -0.83
C 0.822168 -0.616955 0.361864 -0.640 -0.257 -0.649 0.62
O 1.400026 0.462754 -0.225121 -0.386 -0.344 0.294 -0.49
C 0.361208 1.524778 -0.264405 -0.034 -0.029 -0.028 -0.07
C -0.961090 0.879420 0.212939 0.107 0.064 0.069 -0.24
C -1.140770 -0.507962 -0.447650 0.084 0.032 -0.155 -0.53
C -0.457113 -0.290470 0.944243 0.132 -0.041 0.154 -0.33
H 1.652464 -2.155124 -0.590856 -0.050 0.163 0.272 0.37
H 0.354471 1.865074 -1.306012 -0.006 -0.073 0.241 0.20
H 0.667506 2.342279 0.400436 -0.059 -0.207 -0.156 0.20
H -1.743965 1.534456 0.599252 0.226 -0.216 -0.102 0.24
H -0.469531 -0.460650 -1.310263 0.157 -0.009 0.304 0.19
H -0.507961 -1.844938 -0.253050 0.077 0.300 0.106 0.41
H -0.934461 -0.820780 1.764151 0.269 0.175 -0.211 0.25
```
Positions in Å, forces in eV/Å.

Entry from the OMol25 dataset: a molecular structure, C3H6O3Tl at a distorted geometry (ωB97M-V/def2-TZVPD).

HOMO (alpha / beta)   -0.7155 / -0.7117 hartree
Net charge   +2
E_LUMO (alpha / beta)   -10.390 / -15.007 eV
<S²>   0.76
Multiplicity   2
Orbital gap (alpha / beta)   9.1 / 4.4 eV

```
13
Properties=species:S:1:pos:R:3:forces:R:3:lowdin_charge:R:1
H -0.126190 -1.397758 0.053762 -2.900 -0.873 -2.970 0.31
O -1.063041 -1.458016 -0.600807 1.322 -1.291 -0.208 0.19
C -1.527503 -0.307218 -0.261385 6.152 -3.357 4.503 -0.49
O -2.673201 -0.127294 0.148139 1.079 3.989 -0.618 -0.09
Tl -4.413176 -0.925893 0.171939 -4.219 -2.082 -0.036 1.64
O -0.482542 0.227582 0.437976 -2.589 2.855 -0.126 0.02
C 0.641437 0.719504 -0.352581 1.116 0.963 -0.849 -0.16
C 1.894914 0.386006 0.413119 0.038 -0.278 0.293 -0.02
H 0.495176 1.796548 -0.486608 -0.004 -0.251 0.046 0.15
H 0.621317 0.205180 -1.321372 0.004 0.250 0.076 0.14
H 1.792705 0.650581 1.473294 0.097 0.050 -0.280 0.11
H 2.753408 0.923176 -0.010024 -0.264 -0.137 0.064 0.12
H 2.086696 -0.692397 0.334547 0.168 0.163 0.106 0.10
```
Positions in Å, forces in eV/Å.

Entry from the OMol25 dataset: a molecular structure, C12H7MgN2O5S at a distorted geometry (ωB97M-V/def2-TZVPD).

HOMO   -0.3896 hartree
Net charge   +1
E_LUMO   -4.273 eV
Orbital gap   6.3 eV

```
28
Properties=species:S:1:pos:R:3:forces:R:3:nbo_charge:R:1
O 0.247667 0.044078 -3.126624 0.180 0.028 -0.828 -0.57
C -0.392489 -0.017828 -2.116679 -0.669 -0.084 0.479 -0.18
Mg 0.578862 0.202940 0.013992 -0.823 -0.195 -0.605 1.59
O 3.191772 -0.045386 -2.167671 -2.300 0.482 2.522 -0.37
C 2.417130 0.107752 -1.340866 2.646 -0.435 -2.598 0.44
C -1.870220 -0.017825 -0.085633 -4.048 -0.273 1.211 0.44
O -3.011213 -0.141390 -0.159173 3.578 0.351 0.061 -0.42
C 0.197094 -1.978794 -0.649172 -0.392 -2.723 -0.263 0.34
O -0.173457 -2.976102 -1.076069 0.599 2.402 0.573 -0.42
C -0.033043 2.271381 -0.825095 -0.626 2.872 -0.671 0.41
O -0.409062 3.217375 -1.344546 0.822 -2.513 1.036 -0.39
H -1.574857 -0.105504 -2.192189 0.970 0.044 -0.686 0.06
N 2.746198 -1.693376 1.510503 -0.131 0.056 0.724 -0.79
C 2.098633 -0.862733 2.387887 -0.344 0.543 -0.495 0.29
N 1.119161 -0.043145 2.009575 0.378 -0.501 -0.109 -0.76
C 0.631059 0.717248 3.093112 0.353 -0.127 0.295 0.20
C -0.412712 1.653071 3.055357 0.300 -0.145 0.350 -0.26
C -0.731860 2.344462 4.234049 0.279 -0.365 -0.323 -0.18
C -0.020918 2.100525 5.419741 0.287 -0.329 -0.137 -0.20
C 1.017442 1.156540 5.454760 -0.214 0.153 -0.182 -0.18
C 1.333002 0.468973 4.286495 -0.276 0.346 -0.032 -0.24
S 2.597774 -0.746441 4.048271 -0.791 0.424 -0.371 0.44
H 3.412792 -2.321536 1.957820 -0.285 0.092 -0.535 0.42
H 2.197346 -2.082650 0.744932 0.325 0.032 0.432 0.41
H -0.951673 1.821388 2.118113 0.082 0.056 0.389 0.21
H -1.538655 3.076708 4.226240 0.230 -0.205 0.007 0.24
H -0.277419 2.650417 6.325527 0.083 -0.189 -0.270 0.24
H 1.585846 0.942352 6.354242 -0.214 0.203 0.022 0.24
```
Positions in Å, forces in eV/Å.

| no. | calculated total energy (Ha) | M (g mol⁻¹) |
| --- | --- | --- |
| 1 | -1413.17409 | 354.35 |
| 2 | -706.80984 | 105.52 |
| 3 | -7731.09370 | 850.22 |
| 4 | -324.48719 | 97.12 |
| 5 | -515.22888 | 294.46 |
| 6 | -1545.23632 | 315.57 |